This record from OMol25 describes an isolated ion of composition C5H10FN4 and charge +1 in a non-equilibrium geometry. The level of theory is ωB97M-V with the def2-TZVPD basis set.

E_tot (eV): -14015.513
SMILES string: NC/N=C\[C@H]1NC[NH+]=C1F
Frontier orbital gap (eV): 8.66
HOMO (eV): -12.933
LUMO level (hartree): -0.157
Molar mass (Da): 145.16

```
! RIJCOSX wB97M-V def2-TZVPD def2/J DEFGRID3
* xyz 1 1
N -1.35 1.27 -0.63
C -2.15 0.11 -0.42
N -1.86 -0.67 0.77
C -0.86 -0.82 1.50
C 0.63 -0.25 1.44
N 1.41 -1.22 0.64
C 1.94 -0.60 -0.57
N 1.66 0.83 -0.31
C 1.01 1.02 0.76
F 0.64 2.22 1.11
H -1.29 1.79 0.16
H -1.55 1.88 -1.46
H -2.01 -0.62 -1.29
H -3.18 0.25 -0.12
H -1.00 -1.45 2.28
H 0.76 -0.13 2.52
H 2.11 -1.76 1.13
H 1.53 -0.73 -1.57
H 3.03 -0.88 -0.58
H 2.16 1.66 -0.82
*
```



This record from OMol25 describes a 2-piece molecular cluster, C5H10I2 overall in a non-equilibrium geometry. The level of theory is ωB97M-V with the def2-TZVPD basis set.

E_tot (eV): -21544.483
Frontier orbital gap (alpha / beta) (eV): 7.95 / 7.84
HOMO (alpha / beta) (eV): -7.896 / -7.892
LUMO level (alpha / beta) (hartree): 0.002 / -0.002
Molar mass (Da): 323.94

```
! RIJCOSX wB97M-V def2-TZVPD def2/J DEFGRID3
* xyz 0 1
C 1.27 -1.13 1.97
C -0.29 -0.25 -1.97
C -1.73 1.43 -0.58
C 1.68 0.10 1.24
C -1.02 0.10 -0.70
I 3.14 0.00 -0.20
I -2.05 -1.45 0.29
H 0.79 -0.95 2.97
H 2.01 -1.88 2.23
H 0.50 -1.56 1.31
H 0.08 -1.24 -1.79
H 0.64 0.43 -2.04
H -0.89 -0.24 -2.80
H -0.90 2.19 -0.79
H -2.62 1.68 -1.28
H -2.17 1.67 0.33
H 1.57 1.07 1.81
*
```



This record from OMol25 describes an isolated ion of composition C5H10IN2 and charge +1 in a non-equilibrium geometry. The level of theory is ωB97M-V with the def2-TZVPD basis set.

E_tot (eV): -16418.637
SMILES string: CN1CC[N+](C)=C1I
Frontier orbital gap (eV): 8.97
HOMO (eV): -13.239
LUMO level (hartree): -0.157
Molar mass (Da): 225.05

```
! RIJCOSX wB97M-V def2-TZVPD def2/J DEFGRID3
* xyz 1 1
C 0.27 -0.69 2.48
N 0.28 -0.42 1.09
C 0.16 -1.44 0.06
C -0.14 -0.71 -1.29
N 0.20 0.65 -1.11
C -0.31 1.67 -1.99
C 0.20 0.77 0.59
I 0.28 2.71 1.33
H -0.55 -0.12 3.04
H 0.09 -1.66 2.56
H 1.31 -0.44 3.06
H -0.54 -2.19 0.39
H 1.12 -2.04 -0.02
H 0.49 -1.19 -1.91
H -1.18 -0.90 -1.60
H -1.56 1.61 -2.09
H 0.12 1.66 -3.00
H -0.22 2.73 -1.59
*
```



This record from OMol25 describes an isolated ion of composition C5H10IN2O and charge +1 in a non-equilibrium geometry. The level of theory is ωB97M-V with the def2-TZVPD basis set.

E_tot (eV): -18467.464
SMILES string: C[C@@H]1[NH2+][C@@H](I)N(C)C1=O
Frontier orbital gap (eV): 9.77
HOMO (eV): -13.969
LUMO level (hartree): -0.154
Molar mass (Da): 241.05

```
! RIJCOSX wB97M-V def2-TZVPD def2/J DEFGRID3
* xyz 1 1
C -1.54 1.89 0.58
C -0.96 0.75 -0.26
N -1.33 -0.69 0.20
C -0.06 -1.42 -0.16
I -0.20 -2.04 -2.31
N 0.96 -0.52 0.07
C 2.34 -0.85 -0.26
C 0.60 0.82 0.02
O 1.36 1.75 0.22
H -2.40 2.24 0.14
H -0.73 2.74 0.65
H -1.70 1.52 1.69
H -1.01 0.98 -1.30
H -1.40 -0.92 1.17
H -2.09 -1.00 -0.31
H 0.04 -2.39 0.54
H 2.99 0.03 -0.09
H 2.61 -1.54 0.58
H 2.52 -1.32 -1.17
*
```



This record from OMol25 describes a 2-piece molecular cluster, C5H10INS overall in a non-equilibrium geometry. The level of theory is ωB97M-V with the def2-TZVPD basis set.

E_tot (eV): -25768.833
Frontier orbital gap (eV): 5.43
HOMO (eV): -7.803
LUMO level (hartree): -0.087
Molar mass (Da): 243.11

```
! RIJCOSX wB97M-V def2-TZVPD def2/J DEFGRID3
* xyz 0 1
C -0.62 1.49 0.67
C 0.03 0.28 0.93
C -1.40 2.10 1.89
C 1.80 -1.67 -1.72
C 1.18 -0.45 -1.19
N 0.58 -0.62 0.07
S -1.49 -2.50 -0.17
I -3.40 -1.20 0.15
H -0.41 1.95 -0.33
H 0.07 -0.05 1.93
H -2.02 1.30 2.33
H -0.55 2.37 2.54
H -1.97 2.94 1.59
H 2.19 -1.73 -2.81
H 2.56 -2.06 -1.11
H 0.95 -2.49 -1.61
H 1.93 0.33 -1.16
H 0.57 0.00 -1.99
*
```



This record from OMol25 describes C5H10KO5 as an isolated structure in a non-equilibrium geometry. The level of theory is ωB97M-V with the def2-TZVPD basis set.

Expectation value of S²: 0.7540
E_tot (eV): -31907.223
Frontier orbital gap (alpha / beta) (eV): 6.76 / 6.77
HOMO (alpha / beta) (eV): -7.729 / -7.741
LUMO level (alpha / beta) (hartree): -0.036 / -0.036
Molar mass (Da): 189.23

```
! RIJCOSX wB97M-V def2-TZVPD def2/J DEFGRID3
* xyz 0 2
C -1.96 -0.92 -2.21
C -0.89 -0.98 -1.15
O -1.11 -2.13 -0.35
C -0.24 -2.39 0.64
O -0.39 -3.49 1.24
O 0.74 -1.63 0.84
O -1.68 0.17 -3.03
K 1.96 -3.49 3.12
H -3.18 -0.90 -1.80
H -0.92 -0.07 -0.52
H 0.10 -1.03 -1.62
H -2.21 0.13 -3.85
H -2.00 -1.86 -2.78
C -5.38 -0.90 -1.38
C -6.32 0.24 -1.53
O -6.09 1.19 -0.49
H -5.55 -1.75 -2.05
H -5.21 -1.25 -0.36
H -7.37 -0.11 -1.48
H -6.20 0.71 -2.52
H -6.62 1.97 -0.64
*
```



This record from OMol25 describes a 2-piece molecular cluster, C5H10N overall in a non-equilibrium geometry. The level of theory is ωB97M-V with the def2-TZVPD basis set.

E_tot (eV): -6825.738
Frontier orbital gap (eV): 9.44
HOMO (eV): -15.060
LUMO level (hartree): -0.207
Molar mass (Da): 84.14

```
! RIJCOSX wB97M-V def2-TZVPD def2/J DEFGRID3
* xyz 1 1
C -0.48 -1.98 1.29
C 0.32 -2.78 1.05
C -1.20 0.23 -0.05
C 0.41 1.93 0.42
C 0.65 0.08 -1.36
N -0.11 0.85 -0.49
H -1.14 -1.20 1.67
H 1.07 -3.42 0.53
H -1.72 -0.30 -0.79
H -1.78 0.69 0.56
H 1.15 1.54 1.15
H 0.62 2.76 -0.27
H -0.47 2.32 0.99
H 0.08 -0.43 -2.12
H 1.57 0.53 -1.78
H 1.04 -0.82 -0.78
*
```



This record from OMol25 describes an isolated ion of composition C5H10N and charge +1 in a non-equilibrium geometry. The level of theory is ωB97M-V with the def2-TZVPD basis set.

E_tot (eV): -6827.616
SMILES string: C[N@@H+]1CC12CC2
Frontier orbital gap (eV): 12.12
HOMO (eV): -15.325
LUMO level (hartree): -0.118
Molar mass (Da): 84.14

```
! RIJCOSX wB97M-V def2-TZVPD def2/J DEFGRID3
* xyz 1 1
C 1.18 1.40 0.41
N 0.45 0.71 -0.56
C -0.98 0.88 -0.67
C -0.49 -0.39 -0.11
C -0.45 -1.33 1.02
C -0.42 -1.91 -0.43
H 2.08 1.80 0.03
H 0.63 2.19 0.79
H 1.56 0.88 1.31
H 0.93 0.54 -1.50
H -1.44 0.88 -1.65
H -1.38 1.65 0.08
H -1.47 -1.31 1.52
H 0.46 -1.48 1.61
H 0.54 -2.14 -0.92
H -1.20 -2.38 -0.92
*
```



This record from OMol25 describes an isolated ion of composition C5H10N and charge +1 in a non-equilibrium geometry. The level of theory is ωB97M-V with the def2-TZVPD basis set.

E_tot (eV): -6824.589
Frontier orbital gap (alpha / beta) (eV): 6.73 / 8.65
HOMO (alpha / beta) (eV): -13.389 / -14.923
LUMO level (alpha / beta) (hartree): -0.245 / -0.230
Molar mass (Da): 84.14

```
! RIJCOSX wB97M-V def2-TZVPD def2/J DEFGRID3
* xyz 1 1
C -2.30 -1.09 0.05
C -0.13 -0.68 -0.64
C 2.21 -0.54 0.33
C -1.56 1.15 0.26
C 1.01 0.12 -0.38
N -1.33 -0.28 -0.20
H -3.39 -0.74 0.14
H -0.01 -1.65 -1.09
H 2.04 -0.69 1.35
H 3.14 0.02 0.45
H 2.68 -1.42 -0.17
H -2.63 1.11 0.51
H -1.12 1.82 -0.41
H -1.00 1.42 1.08
H 1.55 0.44 -1.40
H 0.83 1.01 0.11
*
```



This record from OMol25 describes an isolated ion of composition C5H10N and charge +1 in a non-equilibrium geometry. The level of theory is ωB97M-V with the def2-TZVPD basis set.

E_tot (eV): -6829.044
SMILES string: C=[NH+]C(=C)CC
Frontier orbital gap (eV): 9.19
HOMO (eV): -14.769
LUMO level (hartree): -0.205
Molar mass (Da): 84.14

```
! RIJCOSX wB97M-V def2-TZVPD def2/J DEFGRID3
* xyz 1 1
C -0.21 -1.95 0.90
N -1.00 -0.95 0.74
C -0.72 0.27 0.02
C -1.64 1.22 0.12
C 0.40 0.22 -0.99
C 1.72 0.71 -0.41
H -0.54 -2.72 1.58
H 0.72 -1.93 0.36
H -1.63 -0.76 1.51
H -1.51 2.10 -0.50
H -2.56 1.10 0.68
H 0.51 -0.79 -1.38
H 0.11 0.83 -1.84
H 1.71 1.75 -0.06
H 2.53 0.75 -1.15
H 2.11 0.13 0.43
*
```